# 1
DFT (ωB97M-V/def2-TZVPD) results for C5H6O in the gas phase.

Values from the calculation:
**SMILES**: C#CC[C@H]1CO1
**Energy relative to the best compared isomer or geometry (same formula, charge and spin)**: 347.53 kJ/mol
**Gap between HOMO and LUMO**: 11.01 eV
**Calculated total energy**: -7325.683 eV
**HOMO**: -10.022 eV

Last column: natural (NBO) charge in e.
CARTESIAN COORDINATES (ANGSTROEM)
C (-1.80170, 0.91773, 0.17434)  -0.224
C (-0.70820, 1.43614, 0.16681)  -0.014
C (0.72414, 1.07972, 0.20616)  -0.490
C (0.48087, -0.41374, 0.45871)  0.072
C (0.23538, -1.28817, -0.66901)  -0.112
O (1.41242, -1.45361, 0.09844)  -0.492
H (-2.73465, 0.41104, 0.16988)  0.235
H (1.29907, 1.55528, 1.00861)  0.238
H (1.22946, 1.25546, -0.75024)  0.239
H (-0.00798, -0.56644, 1.42019)  0.193
H (0.39191, -0.86496, -1.66145)  0.175
H (-0.52071, -2.06845, -0.62246)  0.180

# 2
DFT (ωB97M-V/def2-TZVPD) results for C5H8O in the gas phase.

Values from the calculation:
**SMILES**: C#CCCOC
**Energy relative to the best compared isomer or geometry (same formula, charge and spin)**: 245.70 kJ/mol
**Gap between HOMO and LUMO**: 10.99 eV
**Calculated total energy**: -7359.709 eV
**HOMO**: -9.947 eV

Last column: natural (NBO) charge in e.
CARTESIAN COORDINATES (ANGSTROEM)
C (3.30105, 0.26693, 0.19475)  -0.244
C (2.23295, -0.27980, 0.28885)  -0.010
C (0.90093, -0.87596, 0.38296)  -0.497
C (-0.16343, 0.17860, 0.10698)  -0.042
O (-1.42716, -0.42272, 0.23157)  -0.541
C (-2.43023, 0.30365, -0.43408)  -0.247
H (4.24652, 0.75361, 0.11064)  0.236
H (0.74536, -1.31074, 1.37668)  0.240
H (0.79710, -1.68610, -0.34654)  0.237
H (-0.06034, 1.01417, 0.81714)  0.171
H (-0.01333, 0.58839, -0.90434)  0.169
H (-2.35583, 1.38346, -0.23327)  0.167
H (-2.37821, 0.14103, -1.52145)  0.167
H (-3.39536, -0.05450, -0.06990)  0.194

# 3
DFT (ωB97M-V/def2-TZVPD) results for a molecular structure, C8H6F2O3S.

Values from the calculation:
**Energy relative to the best compared isomer or geometry (same formula, charge and spin)**: 0.00 kJ/mol
**Gap between HOMO and LUMO**: 9.92 eV
**Calculated total energy**: -30802.621 eV
**HOMO**: -9.801 eV

Last column: natural (NBO) charge in e.
CARTESIAN COORDINATES (ANGSTROEM)
C (-2.49166, -0.02038, 0.66055)  -0.187
C (-2.18556, -1.27740, 0.19558)  -0.209
C (-1.46499, 0.91701, 1.05930)  -0.193
C (-0.82589, -1.60869, -0.06294)  -0.188
C (-0.21979, 0.65189, 0.62821)  -0.085
C (0.11032, -0.62366, 0.17868)  -0.208
C (0.92936, 1.65187, 0.64143)  0.085
C (1.50058, 1.91866, -0.75428)  0.832
O (1.39876, -2.84223, -0.28928)  -0.966
O (2.25751, -0.95400, -1.52683)  -0.892
O (2.64786, 2.12962, -1.10846)  -0.499
F (1.90331, 1.34185, 1.59013)  -0.328
F (0.46297, 2.02081, -1.60080)  -0.324
S (1.87194, -1.47752, -0.05107)  1.520
H (-3.62632, 0.17283, 0.72233)  0.227
H (-3.01021, -2.01929, 0.12285)  0.226
H (-1.61277, 1.93033, 1.29726)  0.218
H (-0.42813, -2.43196, -0.48885)  0.247
H (0.56163, 2.63324, 0.81280)  0.201
H (2.22105, -2.11296, -2.02662)  0.522

# 4
DFT (ωB97M-V/def2-TZVPD) results for a molecular structure, C39H68Cl3GeN2O3S5SbSi3Ti.

Values from the calculation:
**Energy relative to the best compared isomer or geometry (same formula, charge and spin)**: 176.56 kJ/mol
**Gap between HOMO and LUMO**: 4.77 eV
**Calculated total energy**: -252220.090 eV
**HOMO**: -5.922 eV

Last column: Löwdin charge in e.
CARTESIAN COORDINATES (ANGSTROEM)
Ti (-0.20961, -0.44636, 0.66520)  0.536
S (1.95776, -0.75234, -6.78773)  0.480
C (1.68554, -1.17064, -5.21670)  -1.538
S (0.28019, -0.71540, -4.33545)  0.836
C (0.67613, -1.49931, -2.81073)  -1.121
C (1.85764, -2.16360, -2.74467)  -1.205
S (2.58777, -3.04796, -1.46788)  0.485
S (2.76886, -2.10284, -4.25261)  0.869
S (-0.58339, -1.25902, -1.61605)  0.488
Cl (-2.92494, 6.72217, 0.33522)  0.682
C (-2.36981, 5.07986, 0.35953)  -0.664
C (-2.39422, 4.37327, 1.54743)  -0.129
C (-1.94648, 3.06377, 1.55103)  -0.569
Cl (-1.98346, 2.17253, 3.04045)  0.776
C (-1.48228, 2.43079, 0.39516)  -0.443
O (-1.06250, 1.17711, 0.39783)  -0.352
C (-1.46475, 3.18922, -0.78464)  -0.579
Cl (-0.84140, 2.46471, -2.21599)  0.782
C (-1.90304, 4.50046, -0.80841)  -0.113
H (-2.75447, 4.82794, 2.45855)  0.109
H (-1.87288, 5.06124, -1.73134)  0.112
C (6.09365, 0.20780, 3.46401)  -0.112
C (5.64798, -0.22299, 2.07242)  -0.257
C (4.34451, 0.44429, 1.64595)  -0.300
C (3.80867, -0.06298, 0.31120)  -0.357
Ge (2.03824, 0.65110, -0.21480)  0.915
C (2.00559, 2.58561, 0.26724)  -0.345
C (2.68244, 3.47433, -0.78202)  -0.299
C (4.20490, 3.45514, -0.71813)  -0.284
C (4.83893, 4.42485, -1.70693)  -0.113
H (7.05085, -0.23745, 3.74075)  0.067
H (5.35816, -0.09262, 4.21501)  0.063
H (6.20802, 1.29316, 3.51691)  0.072
H (5.52524, -1.30928, 2.03725)  0.088
H (6.42263, 0.01884, 1.33838)  0.117
H (4.51087, 1.52586, 1.59544)  0.096
H (3.60529, 0.30403, 2.44715)  0.074
H (3.77498, -1.15409, 0.27476)  0.003
H (4.48386, 0.23299, -0.49691)  0.066
H (1.93400, 0.62682, -1.75157)  -0.014
H (2.48099, 2.73852, 1.24215)  0.047
H (0.96639, 2.89690, 0.38351)  0.031
H (2.33970, 4.50930, -0.66473)  0.111
H (2.36542, 3.16453, -1.78343)  0.092
H (4.56876, 2.44306, -0.91912)  0.093
H (4.52510, 3.70166, 0.30032)  0.106
H (4.54679, 4.18080, -2.73009)  0.076
H (5.92801, 4.39765, -1.65607)  0.068
H (4.51901, 5.44985, -1.50741)  0.071
C (0.59065, -0.98213, 4.84607)  0.032
C (0.67192, -0.01350, 3.72575)  -0.434
C (1.45599, 1.23560, 3.90060)  0.017
O (0.11583, -0.26419, 2.65480)  -0.140
H (-0.20625, -1.70350, 4.68381)  0.081
H (1.55661, -1.51111, 4.86208)  0.096
H (0.47986, -0.47286, 5.80327)  0.107
H (0.84780, 1.91248, 4.50947)  0.104
H (1.66285, 1.70860, 2.94413)  0.071
H (2.37320, 1.03358, 4.45501)  0.105
C (-5.15018, -4.46821, -0.06198)  -0.221
Si (-3.63587, -3.59576, -0.74654)  0.315
C (-2.29089, -4.88509, -0.93533)  -0.220
C (-3.99121, -2.82966, -2.41441)  -0.213
Sb (-2.96272, -1.70878, 0.87127)  0.921
Si (-4.79270, -0.04709, 0.18032)  0.335
C (-6.43289, -0.92561, -0.05575)  -0.221
C (-4.20851, 0.71940, -1.42862)  -0.208
C (-5.04703, 1.26299, 1.49749)  -0.209
Si (-3.59443, -2.58317, 3.17600)  0.300
C (-5.36192, -3.17177, 3.38330)  -0.213
C (-2.40898, -4.00456, 3.49596)  -0.224
C (-3.27167, -1.18327, 4.38822)  -0.231
H (-5.56299, -5.11779, -0.83982)  0.039
H (-5.93572, -3.78508, 0.26008)  0.010
H (-4.88005, -5.10216, 0.78560)  0.023
H (-2.72150, -5.73479, -1.47357)  0.043
H (-1.92704, -5.25865, 0.02425)  0.013
H (-1.44649, -4.51179, -1.51853)  0.035
H (-3.96277, -3.61855, -3.17154)  0.042
H (-3.23529, -2.08908, -2.67935)  0.004
H (-4.97518, -2.36116, -2.45937)  0.018
H (-6.39364, -1.70015, -0.82098)  0.007
H (-7.17430, -0.18479, -0.37073)  0.039
H (-6.79140, -1.37715, 0.87131)  0.018
H (-4.76356, 0.31582, -2.27768)  0.035
H (-3.14704, 0.54008, -1.61393)  -0.009
H (-4.36551, 1.80140, -1.40837)  0.037
H (-4.94511, 0.87909, 2.51324)  0.010
H (-6.05743, 1.66805, 1.39105)  0.039
H (-4.34530, 2.08763, 1.37447)  0.000
H (-5.49346, -4.18775, 3.00924)  0.022
H (-6.07414, -2.52841, 2.86506)  0.014
H (-5.61996, -3.16746, 4.44596)  0.035
H (-2.42068, -4.71288, 2.66380)  0.019
H (-2.68720, -4.54975, 4.40182)  0.036
H (-1.37947, -3.65548, 3.60869)  0.014
H (-4.11195, -0.48563, 4.40320)  0.024
H (-2.37928, -0.61581, 4.11773)  -0.019
H (-3.14497, -1.57149, 5.40275)  0.038
C (5.52284, -5.85616, 1.47166)  -0.064
C (5.18525, -4.37479, 1.51254)  -0.197
N (4.92574, -3.88079, 2.86711)  -0.048
C (6.06197, -3.78210, 3.78404)  -0.198
C (6.01020, -4.82926, 4.88619)  -0.064
C (3.76841, -3.31042, 3.25002)  -0.419
O (3.64310, -2.66344, 4.28984)  0.049
C (2.57412, -3.48783, 2.36392)  -0.107
C (2.03528, -4.72035, 2.01060)  0.015
C (0.89717, -4.74578, 1.23246)  -0.030
C (0.34115, -3.54613, 0.82016)  -0.194
N (0.81899, -2.36364, 1.21046)  -0.044
C (1.92112, -2.34626, 1.95793)  -0.104
H (5.62956, -6.17972, 0.43651)  0.083
H (4.73675, -6.45241, 1.93782)  0.069
H (6.45931, -6.06899, 1.98956)  0.071
H (4.32831, -4.15591, 0.87782)  0.091
H (6.01687, -3.79213, 1.10601)  0.126
H (6.06198, -2.78360, 4.22031)  0.107
H (6.96780, -3.88824, 3.18587)  0.123
H (5.09640, -4.71451, 5.46879)  0.074
H (6.85928, -4.70991, 5.56016)  0.078
H (6.03832, -5.83851, 4.47446)  0.068
H (2.51241, -5.63858, 2.33028)  0.124
H (0.45908, -5.67678, 0.90238)  0.117
H (-0.50686, -3.51119, 0.15430)  0.028
H (2.33107, -1.38091, 2.21785)  0.099

# 5
DFT (ωB97M-V/def2-TZVPD) results for a molecular structure, C28H46Hg2O30PS4.

Values from the calculation:
**Gap between HOMO and LUMO**: 6.46 eV
**Calculated total energy**: -152178.296 eV
**Total charge**: +1
**HOMO**: -12.139 eV

Last column: Löwdin charge in e.
CARTESIAN COORDINATES (ANGSTROEM)
Hg (-1.61347, 2.14362, 0.90746)  1.305
Hg (-0.81003, -1.44779, -1.00151)  1.287
P (0.20519, 0.41542, 0.55832)  0.001
O (-1.23815, -0.16161, 0.97444)  -0.490
O (-0.46984, 1.04261, -0.77255)  -0.519
O (1.09603, -0.76998, 0.24496)  -0.335
O (0.47642, 1.57400, 1.55375)  -0.405
C (3.83181, -2.70521, -1.17440)  -0.144
C (4.05335, -1.32151, -0.56045)  -0.163
O (5.42315, -1.00301, -0.90675)  -0.188
S (6.25448, -2.34544, -0.73602)  0.578
O (6.41066, -2.63245, 0.64105)  -0.208
O (7.36107, -2.33264, -1.59519)  -0.188
O (5.12326, -3.30333, -1.33799)  -0.178
H (3.42464, -2.65290, -2.18386)  0.128
H (3.15508, -3.29978, -0.56239)  0.106
H (4.04095, -1.32071, 0.52822)  0.122
H (3.38911, -0.60884, -1.02405)  0.084
C (2.57786, 3.19801, 0.02906)  -0.148
C (3.21242, 2.15085, -0.86056)  -0.159
O (3.36699, 2.79923, -2.12991)  -0.192
S (3.59547, 4.37121, -1.92731)  0.589
O (2.63514, 5.07020, -2.69164)  -0.220
O (4.95950, 4.66982, -2.07835)  -0.183
O (3.17807, 4.43627, -0.39377)  -0.165
H (2.79183, 3.01965, 1.07757)  0.127
H (1.50274, 3.26745, -0.12410)  0.097
H (2.54832, 1.29425, -0.95891)  0.086
H (4.19426, 1.83208, -0.50691)  0.145
C (2.21373, 1.78711, 4.50341)  -0.164
C (1.49589, 0.43749, 4.53393)  -0.176
O (2.16549, -0.33956, 5.51183)  -0.171
S (3.69630, 0.12258, 5.57244)  0.576
O (4.39607, -0.47859, 4.50803)  -0.208
O (4.15283, -0.01357, 6.89075)  -0.185
O (3.42341, 1.64145, 5.22946)  -0.162
H (1.60877, 2.60939, 4.89275)  0.132
H (2.37852, 2.11953, 3.47475)  0.107
H (1.60277, -0.07235, 3.57056)  0.106
H (0.42869, 0.53719, 4.69999)  0.108
C (-2.30864, 0.87811, 4.24344)  -0.200
C (-3.82434, 0.73995, 4.16242)  -0.165
O (-4.11532, -0.51085, 4.76857)  -0.191
S (-2.89136, -1.04976, 5.65230)  0.606
O (-2.30247, -2.14114, 4.96713)  -0.215
O (-3.27790, -1.18947, 6.99876)  -0.177
O (-1.96105, 0.24209, 5.47210)  -0.181
H (-2.03983, 1.92962, 4.35334)  0.136
H (-1.78425, 0.43437, 3.39058)  0.088
H (-4.15875, 0.68200, 3.12325)  0.122
H (-4.34372, 1.57483, 4.63155)  0.137
O (-3.16959, -2.09200, -0.55694)  0.033
C (-3.65611, -2.53926, 0.46342)  -0.455
O (-4.64149, -3.42409, 0.42187)  0.072
C (-5.15330, -3.70158, 1.73692)  -0.113
C (-4.56247, -2.64665, 2.68329)  -0.129
C (-3.35523, -2.15352, 1.87972)  -0.081
H (-4.85202, -4.70775, 2.03336)  0.133
H (-6.23967, -3.69665, 1.72180)  0.129
H (-4.23278, -3.06929, 3.62605)  0.105
H (-5.29055, -1.85396, 2.85170)  0.112
H (-2.48993, -2.75209, 2.18704)  0.128
H (-3.02827, -1.12299, 1.97091)  0.083
O (0.68045, -1.68181, -2.86512)  0.032
C (0.89615, -0.87529, -3.74320)  -0.467
O (0.53232, -1.11370, -5.00162)  0.073
C (1.19940, -0.18146, -5.87069)  -0.122
C (1.29299, 1.08279, -5.02434)  -0.123
C (1.50677, 0.49271, -3.60653)  -0.054
H (0.58951, 0.03245, -6.74484)  0.131
H (2.16894, -0.54409, -6.20799)  0.136
H (0.33133, 1.59698, -5.05726)  0.107
H (2.05767, 1.81945, -5.26228)  0.126
H (0.83422, 1.06375, -2.95734)  0.100
H (2.50281, 0.53235, -3.18023)  0.120
O (-0.98497, 3.95821, -0.27319)  -0.019
C (-0.88033, 4.30184, -1.44286)  -0.460
O (-0.34288, 5.46940, -1.70794)  0.086
C (-0.45428, 5.75474, -3.12819)  -0.099
C (-0.46191, 4.36223, -3.74816)  -0.136
C (-1.22985, 3.56214, -2.70983)  -0.063
H (0.41859, 6.33013, -3.41546)  0.128
H (-1.36605, 6.30512, -3.35889)  0.137
H (0.56739, 4.01459, -3.85791)  0.105
H (-0.88998, 4.30534, -4.74866)  0.126
H (-1.06387, 2.49075, -2.60932)  0.095
H (-2.32207, 3.72217, -2.73104)  0.144
O (-2.01274, -0.63692, -2.84052)  0.022
C (-3.14527, -0.41888, -3.21793)  -0.468
O (-3.60581, -0.95154, -4.32928)  0.080
C (-5.01313, -0.63958, -4.50869)  -0.108
C (-5.22979, 0.61168, -3.68911)  -0.132
C (-4.20060, 0.44317, -2.56685)  -0.061
H (-5.57938, -1.51933, -4.20247)  0.138
H (-5.19300, -0.49810, -5.57116)  0.133
H (-6.22542, 0.78260, -3.28991)  0.124
H (-4.93715, 1.49860, -4.25584)  0.121
H (-4.58799, -0.22747, -1.78726)  0.130
H (-3.81930, 1.35087, -2.11332)  0.115
O (-0.53563, -3.14448, 0.68587)  0.019
C (0.42943, -3.67180, 1.19770)  -0.462
O (1.09464, -4.63992, 0.57794)  0.050
C (2.24512, -5.04368, 1.39446)  -0.098
C (2.48177, -3.85256, 2.31590)  -0.126
C (1.05538, -3.35970, 2.54645)  -0.043
H (3.09833, -5.22184, 0.74748)  0.127
H (1.89509, -5.91935, 1.93477)  0.136
H (3.06730, -3.03212, 1.90094)  0.108
H (3.05803, -4.19116, 3.17807)  0.132
H (1.02703, -2.27258, 2.62374)  0.108
H (0.49090, -3.80689, 3.36319)  0.142

# 6
DFT (ωB97M-V/def2-TZVPD) results for C18H21ClFN3O3 in the gas phase.

Values from the calculation:
**SMILES**: Cc1onc(-c2c(F)cccc2Cl)c1C(=O)NCCCN1CCOCC1
**Energy relative to the best compared isomer or geometry (same formula, charge and spin)**: 0.00 kJ/mol
**Gap between HOMO and LUMO**: 9.07 eV
**Calculated total energy**: -44858.726 eV
**HOMO**: -8.556 eV

Last column: natural (NBO) charge in e.
CARTESIAN COORDINATES (ANGSTROEM)
C (5.46486, 2.06824, -0.66378)  -0.681
C (4.67811, 0.81724, -0.62786)  0.404
O (5.25133, -0.34042, -0.97247)  -0.257
N (4.34988, -1.34192, -0.88129)  -0.109
C (3.22633, -0.82245, -0.46167)  0.148
C (2.01617, -1.64684, -0.32752)  -0.203
C (1.21742, -1.89981, -1.43974)  0.506
F (1.55468, -1.34705, -2.61343)  -0.312
C (0.08718, -2.69330, -1.37220)  -0.305
C (-0.26082, -3.25945, -0.15799)  -0.167
C (0.50442, -3.02489, 0.97187)  -0.258
C (1.63102, -2.22442, 0.87916)  0.005
Cl (2.59354, -1.92912, 2.29062)  0.026
C (3.37116, 0.58263, -0.26480)  -0.283
C (2.37735, 1.59575, 0.15522)  0.673
O (2.35991, 2.71952, -0.30927)  -0.627
N (1.51508, 1.16415, 1.10020)  -0.613
C (0.43305, 1.98051, 1.59503)  -0.224
C (-0.91542, 1.28266, 1.43151)  -0.431
C (-1.19455, 0.94159, -0.04217)  -0.207
N (-2.52071, 0.45382, -0.34964)  -0.446
C (-3.58236, 1.43751, -0.25131)  -0.251
C (-4.84153, 0.84281, -0.88605)  -0.070
O (-5.22236, -0.35400, -0.24685)  -0.523
C (-4.17960, -1.29816, -0.29876)  -0.070
C (-2.90775, -0.75284, 0.35479)  -0.258
H (6.13864, 2.11692, 0.19137)  0.235
H (6.06403, 2.10229, -1.57070)  0.239
H (4.78138, 2.91237, -0.63490)  0.267
H (-0.49860, -2.85743, -2.26182)  0.240
H (-1.13236, -3.89176, -0.09122)  0.227
H (0.23566, -3.46147, 1.92027)  0.235
H (1.62783, 0.24858, 1.50599)  0.401
H (0.45931, 2.90901, 1.01959)  0.234
H (0.60240, 2.21637, 2.65247)  0.195
H (-0.92431, 0.36763, 2.02868)  0.195
H (-1.69295, 1.94733, 1.81043)  0.211
H (-1.02717, 1.83324, -0.65205)  0.201
H (-0.48649, 0.17404, -0.37102)  0.196
H (-3.28768, 2.33695, -0.79440)  0.206
H (-3.80914, 1.70741, 0.79478)  0.165
H (-5.68755, 1.52470, -0.78628)  0.192
H (-4.64713, 0.64974, -1.95142)  0.166
H (-4.54168, -2.18257, 0.22867)  0.189
H (-3.96089, -1.55613, -1.34592)  0.163
H (-2.10276, -1.48585, 0.27382)  0.208
H (-3.11694, -0.56315, 1.42204)  0.167

Which formula does entry 5 have? C28H46Hg2O30PS4

The highest HOMO belongs to which entry? C39H68Cl3GeN2O3S5SbSi3Ti

Number 3 is which compound? C8H6F2O3S